The following is a quantum chemistry calculation of a molecular structure, C44H63Cl5CsN3O11PS at a distorted geometry, from the OMol25 dataset.

CARTESIAN COORDINATES (ANGSTROEM)
C  -0.69  0.98  -1.16
C  -1.57  0.40  0.09
O  -1.06  0.83  1.37
C  0.16  0.12  1.72
C  -0.15  -1.42  2.13
O  0.60  -1.69  3.36
C  1.53  -2.80  3.13
C  2.83  -2.11  2.42
O  3.88  -3.04  2.06
C  3.43  -4.02  1.10
C  2.70  -3.43  -0.18
C  1.36  -4.14  -0.59
O  0.83  -5.26  0.15
C  0.93  -6.49  -0.62
C  -0.53  -7.20  -0.53
C  0.55  -3.67  -1.85
C  -0.80  -4.34  -2.39
O  -0.83  -5.40  -3.06
O  -2.05  -3.66  -2.13
C  1.12  -2.47  -2.67
C  2.47  -1.82  -2.20
C  2.98  -0.58  -3.11
C  3.89  -1.07  -4.35
O  4.15  -2.26  -4.64
N  3.23  -2.31  -1.01
P  4.76  -1.54  -0.61
S  6.26  -2.77  -0.37
H  -1.32  1.55  -1.92
H  0.15  1.60  -0.69
H  -0.20  0.04  -1.64
H  -1.69  -0.74  -0.01
H  -2.64  0.83  0.02
H  0.95  0.20  0.88
H  0.63  0.69  2.63
H  -1.28  -1.65  2.21
H  0.31  -2.07  1.29
H  1.08  -3.65  2.51
H  1.88  -3.13  4.17
H  3.28  -1.42  3.24
H  2.53  -1.38  1.56
H  4.36  -4.62  0.75
H  2.77  -4.79  1.66
H  1.70  -7.24  -0.20
H  1.14  -6.34  -1.73
H  -0.57  -7.98  0.30
H  -1.29  -6.35  -0.36
H  -0.83  -7.70  -1.53
H  -1.82  -2.71  -1.97
H  0.55  -2.12  -3.59
H  3.46  0.25  -2.49
H  2.03  -0.13  -3.59
H  4.31  -0.25  -5.06
H  5.19  -0.54  -1.54
H  4.56  -0.88  0.67
C  -2.20  -3.99  -5.21
C  -2.73  -4.61  -6.34
C  -3.20  -3.84  -7.40
C  -3.15  -2.45  -7.34
C  -2.64  -1.83  -6.20
C  -2.15  -2.60  -5.14
C  -2.62  -0.35  -6.09
O  -2.17  0.19  -5.09
C  -3.16  0.45  -7.20
C  -3.21  1.85  -7.09
C  -3.70  2.61  -8.14
C  -4.15  1.99  -9.31
C  -4.11  0.61  -9.42
C  -3.63  -0.16  -8.36
C  -3.63  -1.64  -8.48
O  -4.02  -2.18  -9.50
H  -1.83  -4.59  -4.38
H  -2.78  -5.69  -6.40
H  -3.61  -4.33  -8.28
H  -1.74  -2.12  -4.26
H  -2.86  2.33  -6.19
H  -3.74  3.69  -8.05
H  -4.53  2.59  -10.13
H  -4.47  0.13  -10.33
Cl  7.31  -1.39  -2.01
C  -1.43  2.37  4.58
C  -0.90  1.22  5.40
C  -0.73  1.45  6.90
N  0.28  2.55  7.33
C  -0.46  3.90  7.42
C  0.48  5.08  7.58
C  1.57  5.08  6.52
C  2.38  3.80  6.62
C  1.51  2.58  6.40
C  0.75  2.18  8.75
H  -0.75  3.22  4.57
H  -1.56  2.06  3.54
H  -2.41  2.71  4.95
H  0.03  0.85  4.96
H  -1.61  0.39  5.28
H  -0.36  0.51  7.33
H  -1.69  1.68  7.38
H  -1.04  4.02  6.51
H  -1.16  3.84  8.26
H  -0.10  6.01  7.52
H  0.94  5.07  8.58
H  2.22  5.95  6.66
H  1.12  5.17  5.53
H  2.89  3.75  7.59
H  3.17  3.81  5.86
H  2.06  1.65  6.55
H  1.15  2.62  5.37
H  1.28  1.22  8.70
H  -0.13  2.09  9.39
H  1.42  2.95  9.13
C  -0.80  -2.29  -10.97
Cl  -0.36  -0.60  -11.31
Cl  -0.66  -3.27  -12.44
Cl  0.21  -2.95  -9.68
H  -1.84  -2.31  -10.65
C  0.51  7.13  2.74
C  1.26  5.84  2.52
N  1.86  4.82  2.34
H  1.21  7.93  2.98
H  -0.04  7.39  1.83
H  -0.19  7.01  3.56
C  -2.10  3.81  1.01
O  -2.31  5.02  1.51
H  -1.41  3.73  0.15
H  -1.65  3.05  1.69
H  -2.98  3.25  0.63
Cs  -1.33  0.91  9.25
O  -0.11  8.31  7.71
H  0.27  7.63  8.25
Cl  0.97  2.68  2.39

Properties
F_max ... 14.0 eV/Å
Net charge ... -1
LUMO level ... -0.81 eV
HOMO level ... -2.3 eV